Record 1
114
Properties=species:S:1:pos:R:3:forces:R:3:mulliken_charge:R:1 method="wB97M-V/def2-TZVPD" energy_ha=-3781.0652 e_homo_ev=-5.78 e_above_lowest_ev=0.000 spin_multiplicity=1
La -0.71644 -0.41607 -0.76208 1.29 0.14 -1.54 1.342
O -0.92150 -2.09635 -5.08555 -0.07 0.89 1.30 -0.793
C -1.03974 -1.18580 -4.24450 0.48 -0.43 -0.61 -0.563
O -0.47483 -1.11540 -3.08830 0.99 -0.11 -0.36 0.134
C -1.93169 0.01806 -4.56222 0.22 -0.39 0.05 0.456
C -1.33374 1.37089 -4.09758 -0.71 -0.18 -0.11 0.293
C -2.15140 2.46914 -4.81864 0.27 0.81 0.59 -0.945
C -3.50222 2.37091 -4.05893 -0.64 1.23 0.11 -1.001
C -3.26585 1.27599 -3.02359 0.60 -0.29 -1.09 0.262
O -1.83469 1.47880 -2.71525 -0.53 -0.36 -0.13 -0.450
C -3.29178 -0.08021 -3.78296 0.33 -0.22 0.43 -0.009
C -3.43158 -1.25855 -2.80056 -0.64 -0.48 0.62 -0.179
O -4.40267 -2.02176 -2.85260 0.88 0.80 -0.20 -0.807
O -2.55012 -1.30951 -1.83742 -1.14 -0.10 -0.05 -0.096
H -2.13148 0.02835 -5.63322 0.10 -0.04 0.04 0.719
H -0.22895 1.46171 -4.12613 -0.79 -0.10 0.20 -0.304
H -2.28390 2.33467 -5.90187 0.28 -0.18 0.41 0.374
H -1.70180 3.47257 -4.64669 -0.19 -0.67 -0.18 0.370
H -4.34729 2.19976 -4.74312 0.25 -0.30 0.34 0.399
H -3.75245 3.31760 -3.52920 0.33 -0.47 -0.35 0.263
H -3.90000 1.33978 -2.14212 0.28 -0.01 0.11 0.300
H -4.12800 -0.18355 -4.48116 0.10 0.28 0.23 0.382
N -4.36584 -1.42951 0.11847 -0.35 1.10 -0.20 0.007
C -4.32690 -0.05501 0.23330 1.00 -1.68 0.52 -0.533
N -5.47438 0.56418 0.44048 -0.33 0.56 -0.08 -0.775
C -5.37929 1.87152 0.70854 0.61 -0.40 -0.26 0.115
N -6.49346 2.57687 0.89538 -1.54 0.48 0.07 -0.351
N -4.22120 2.54149 0.82230 0.36 -0.28 -0.10 -0.799
C -3.11726 1.82591 0.61466 -1.75 -1.54 0.37 0.663
N -3.07221 0.50788 0.29158 -0.88 1.38 0.16 1.127
C -1.89122 2.53788 0.87773 1.86 1.42 -0.42 -0.459
C -1.95054 3.75425 1.56490 0.60 0.08 0.10 -0.749
C -0.79407 4.54458 1.60843 0.34 -0.62 -0.30 -0.684
C 0.39738 4.08004 1.02154 -0.57 -0.60 -0.01 -0.784
C 0.38751 2.81283 0.37757 -1.02 0.81 0.53 -0.859
N -0.75521 2.08113 0.29841 0.61 0.48 0.34 0.885
H -5.25878 -1.75529 -0.24730 0.30 0.00 0.15 0.333
H -3.56643 -1.80933 -0.40267 -0.34 0.14 -0.13 0.100
H -7.40836 2.11319 0.73468 1.22 0.73 0.29 0.273
H -6.42184 3.58138 1.12424 -0.14 -1.23 -0.36 0.257
H -2.87315 4.05992 2.06915 0.45 -0.11 -0.47 0.505
H -0.83357 5.52166 2.08212 0.10 -0.18 0.03 0.418
H 1.32147 4.66881 1.09204 -0.48 -0.35 -0.21 0.511
H 1.28328 2.40768 -0.10007 -0.30 -0.08 0.14 0.715
Cl -0.38454 -3.98524 -1.11433 -0.13 -0.21 -0.11 -0.081
C 0.69132 -4.10272 -2.55893 0.31 -0.07 0.60 -0.165
Cl 2.14167 -3.14939 -2.16911 -0.05 -0.27 -0.40 -0.044
H 0.15727 -3.62565 -3.37138 0.04 0.03 -0.22 0.023
H 0.95933 -5.16715 -2.72000 -0.25 0.86 0.15 0.448
C 5.53347 3.55424 -2.12838 0.00 0.27 -0.33 -1.666
C 4.38799 2.61225 -2.38082 -0.89 -0.26 -0.81 0.241
C 3.78196 2.52076 -3.66072 -0.13 -0.52 1.17 -1.008
C 2.74446 1.58920 -3.93446 1.71 0.71 1.41 0.444
C 2.27607 1.50935 -5.34260 -0.88 -0.48 -0.97 -1.813
C 2.34799 0.73585 -2.89840 -0.32 0.46 -0.18 -0.601
C 2.80741 0.86996 -1.54625 1.33 2.10 -1.28 -0.232
C 3.88972 1.84998 -1.34301 -1.57 -1.49 -0.62 -0.289
N 2.18550 0.20930 -0.56926 -0.74 -1.72 2.06 1.001
C 2.99113 -0.16776 0.65860 0.16 0.16 -0.86 0.448
C 2.29872 -1.35924 1.33167 -0.17 -0.43 0.18 -0.949
C 3.00458 -1.84948 2.61554 0.49 -0.28 -0.18 0.673
C 3.11782 -0.69788 3.63640 0.13 0.33 -0.34 -1.366
C 3.87307 0.49991 2.96479 -0.40 -1.06 -0.05 0.226
C 5.29036 0.01901 2.56595 -0.34 0.00 0.94 -1.420
C 5.17781 -1.15723 1.58317 -0.48 0.06 -0.15 0.142
C 4.41901 -2.34512 2.22668 -0.29 -0.10 -0.05 -1.471
C 4.43866 -0.66945 0.30375 -0.06 -0.37 0.18 -0.424
C 3.08419 0.95169 1.72000 0.33 0.28 0.08 -1.111
H 5.73356 4.14227 -3.03879 0.05 -0.13 0.39 0.348
H 6.44177 2.99617 -1.86580 -0.15 0.18 -0.02 0.308
H 5.29479 4.24957 -1.30987 0.16 -0.17 -0.19 0.336
H 4.15756 3.16331 -4.42924 0.11 0.25 -0.52 0.337
H 3.10948 1.26414 -6.02519 -0.34 0.04 0.29 0.465
H 1.83092 2.45319 -5.72307 0.29 -0.35 0.39 0.322
H 1.49717 0.72993 -5.46473 0.43 0.25 -0.01 0.308
H 1.63533 -0.05643 -3.12119 -0.01 0.06 0.10 0.448
H 4.27614 1.92230 -0.34960 0.38 0.35 0.12 0.598
H 2.25810 -2.19825 0.61014 -0.18 0.35 0.22 0.143
H 1.27974 -1.08140 1.62988 -0.01 0.09 -0.28 -0.062
H 2.45391 -2.72471 3.03020 0.23 0.56 -0.10 -0.073
H 3.66612 -1.01469 4.53527 -0.09 -0.04 -0.16 0.632
H 2.11568 -0.37023 3.96451 0.21 -0.05 -0.12 0.329
H 3.91847 1.32567 3.67494 0.15 0.06 0.06 0.387
H 5.82678 -0.28064 3.49868 -0.24 0.09 -0.61 0.537
H 5.83867 0.87086 2.14921 0.06 -0.20 -0.20 0.503
H 6.16656 -1.48132 1.28868 0.39 -0.11 -0.06 0.327
H 4.92876 -2.75416 3.12094 -0.02 0.36 -0.31 0.494
H 4.31638 -3.20859 1.52047 0.15 0.75 0.32 0.462
H 4.36395 -1.52943 -0.40707 -0.07 0.67 0.34 0.151
H 5.05593 0.11453 -0.17466 -0.42 -0.50 0.21 0.641
H 3.58804 1.83916 1.29662 -0.39 -0.29 0.26 0.404
H 2.07057 1.25155 2.03966 0.19 -0.06 -0.20 0.304
C 0.05596 -5.24339 3.88402 -0.27 -0.07 -0.11 -1.052
C -0.50972 -3.99703 4.61955 -0.88 -1.05 -0.29 -0.495
C -0.44039 -2.73059 3.77276 -0.31 0.92 0.37 1.101
S -1.51068 -2.70447 2.27330 0.25 0.20 0.63 0.202
O -1.01944 -1.49045 1.45057 -0.79 -0.81 0.97 -0.158
C -3.12973 -2.33437 3.07257 -0.54 0.38 -1.63 -0.771
C -3.38275 -1.01463 3.79116 0.46 0.28 -0.03 0.138
C -4.88677 -0.86656 4.05541 -0.83 -0.06 0.08 -1.524
H -0.05350 -6.12444 4.54477 0.20 0.37 -0.41 0.389
H 1.12042 -5.11081 3.61707 -0.43 -0.05 0.23 0.233
H -0.48683 -5.46804 2.93233 0.32 0.27 0.76 0.278
H 0.02911 -3.86639 5.58231 -0.29 0.19 -0.65 0.394
H -1.58604 -4.21749 4.88568 1.02 0.28 -0.11 0.239
H 0.55317 -2.57903 3.36913 0.20 0.04 -0.09 -1.498
H -0.70364 -1.83658 4.37817 0.15 -0.41 -0.47 0.388
H -3.40284 -3.18865 3.70423 0.32 -0.04 -0.24 0.706
H -3.78223 -2.33526 2.15858 0.36 -0.24 0.82 0.247
H -2.98608 -0.15528 3.18114 -0.38 -0.79 0.58 -0.087
H -2.86842 -1.04311 4.75729 0.11 0.31 -0.12 0.482
H -5.47251 -0.93687 3.11906 0.32 -0.16 0.32 0.308
H -5.13893 0.12429 4.45740 0.27 -0.22 0.06 0.396
H -5.30131 -1.62196 4.78281 0.59 0.61 -0.76 0.364

---

Record 2
9
Properties=species:S:1:pos:R:3:forces:R:3:nbo_charge:R:1 method="wB97M-V/def2-TZVPD" energy_ha=-502.8974 e_homo_ev=-10.73 e_above_lowest_ev=8.105 smiles="[H]/N=C(/NF)N(F)F" spin_multiplicity=1
C -0.53851 0.17654 -0.18396 5.02 2.44 1.81 0.438
N -0.05129 -0.94257 -0.19196 0.33 -2.73 -0.74 -0.600
N 0.48547 1.46854 0.21574 -3.04 -2.16 0.14 -0.190
N -1.72583 0.57898 -0.56959 -6.34 1.92 -0.83 0.274
F 1.16838 1.92690 -0.91467 -0.21 -0.79 0.09 -0.236
F -2.37450 1.43113 0.36851 1.32 -0.73 -0.84 -0.194
F -2.68542 -0.48877 -0.59320 1.63 0.77 -0.05 -0.222
H -0.68322 -1.71750 -0.52375 0.59 1.06 0.76 0.384
H 1.12416 0.85991 0.72767 0.71 0.23 -0.34 0.345

---

Record 3
16
Properties=species:S:1:pos:R:3:forces:R:3:nbo_charge:R:1 method="wB97M-V/def2-TZVPD" energy_ha=-342.7215 e_homo_ev=-9.40 e_above_lowest_ev=5.781 spin_multiplicity=1
C -0.17540 0.05477 -2.46257 2.24 1.17 0.40 0.292
C 0.18391 -0.38686 -1.07139 3.10 -2.83 -4.85 -0.383
C 0.82875 0.59562 -0.20049 -0.80 2.56 2.81 -0.044
C 0.82244 -0.09078 1.34356 -0.35 5.06 -1.34 -0.374
C -0.53359 -0.75038 1.11971 -0.03 -0.93 1.00 -0.459
C -0.99116 -0.26895 -0.28304 -4.74 -1.34 4.28 -0.031
H 0.92735 -1.22654 -1.23399 -1.72 -0.19 0.39 0.252
H 1.67441 1.22662 -0.57328 -0.93 -0.39 0.56 0.229
H 1.85358 -0.54896 1.59707 -2.29 0.43 0.24 0.244
H 0.21056 0.88555 2.08800 3.97 -2.32 -1.55 0.173
H -1.13464 -0.34734 1.97080 -0.33 -1.61 -1.02 0.216
H -0.18559 -1.73443 1.11400 -1.15 -2.53 0.44 0.210
H -2.15238 -0.68765 -0.68193 3.60 1.64 1.21 0.232
H -0.69236 1.56505 0.80688 -1.09 0.75 2.28 0.349
N -0.01644 0.57361 -3.47981 -0.77 -0.51 -0.03 -0.304
N -0.61944 1.14067 -0.05350 1.29 1.03 -4.83 -0.600

---

Record 4
108
Properties=species:S:1:pos:R:3:forces:R:3:mulliken_charge:R:1 method="wB97M-V/def2-TZVPD" energy_ha=-2752.0009 e_homo_ev=-10.54 e_above_lowest_ev=0.786 spin_multiplicity=1
O -1.68672 -0.15351 -1.48805 -1.21 -1.13 -1.14 0.351
H -1.09230 0.34995 -0.94553 0.91 0.31 0.43 0.256
H -1.24046 -0.68265 -2.19257 0.11 0.50 0.64 0.328
O 3.48507 -1.81437 -0.08816 0.14 0.11 0.06 -0.392
H 3.57360 -2.76201 -0.26860 0.09 -0.10 0.04 0.330
H 3.90657 -1.38198 -0.83917 -0.14 -0.04 0.10 0.070
O 4.47591 -4.42806 0.52573 -1.20 -0.91 -0.17 -0.717
H 3.57901 -4.46248 0.96572 0.89 0.13 -0.63 0.404
H 4.98963 -3.76297 0.95245 0.47 0.68 0.64 0.326
O 0.87588 -2.20781 2.55114 0.29 0.22 -0.45 -0.671
H 1.70142 -1.67877 2.58274 -0.44 0.19 0.02 0.349
H 0.65707 -2.51124 3.43941 -0.09 -0.17 0.57 0.423
O 5.16716 0.90084 -0.98473 -0.13 -0.60 -0.06 -0.604
H 5.38151 0.31107 -1.73953 0.06 0.54 0.20 0.314
H 5.57355 1.75514 -1.14854 0.00 0.04 -0.26 0.262
O -0.31661 1.37950 0.35096 -0.08 0.22 0.03 -0.624
H -0.57504 0.96143 1.19929 0.16 -0.04 0.03 0.287
H 0.64534 1.35848 0.26102 0.01 -0.42 0.10 0.223
O -4.52926 0.20134 -2.61397 1.43 -0.92 0.46 -0.670
H -4.49394 1.12566 -2.41871 -0.84 1.98 -0.03 0.372
H -3.54190 0.15014 -2.53670 -0.60 -1.04 -0.09 0.157
O 0.58113 -2.92442 -1.36405 0.41 -0.24 0.49 -0.600
H 1.11134 -3.41928 -0.69151 -0.37 0.24 -0.46 0.370
H 1.10792 -2.11850 -1.52236 -0.08 -0.08 -0.02 0.440
O -0.14993 -5.12053 2.16764 0.12 -1.24 0.21 -0.629
H -0.50312 -4.28973 2.49639 -0.65 0.07 0.32 0.310
H -0.46342 -5.86656 2.70513 -0.07 0.74 -0.23 0.227
O 5.29650 -0.77934 -3.38418 -2.50 0.95 0.98 -0.687
H 5.66152 -1.60149 -3.63775 0.80 -1.39 -0.40 0.309
H 4.33337 -1.00032 -3.19193 1.34 0.53 -0.43 0.326
O 3.99426 3.33961 -3.14862 -0.46 -0.62 -0.84 -0.664
H 3.03213 3.14773 -3.19185 0.19 0.01 0.33 0.298
H 4.29600 2.98902 -4.00208 0.13 0.20 0.37 0.296
O -3.71892 -0.54565 2.58638 0.70 0.72 0.64 -0.645
H -2.78990 -0.21959 2.60059 -0.74 -0.34 -0.20 0.320
H -4.08639 -0.46181 1.69408 0.18 -0.32 -0.15 0.338
O 1.96211 3.21152 2.15634 -0.32 0.06 -2.12 -0.603
H 1.02074 3.06425 1.93884 0.37 0.25 0.58 0.287
H 2.06206 3.14263 3.08274 -0.16 -0.33 1.57 0.222
O 1.19992 2.11197 -3.07244 -1.22 -0.44 0.22 -0.651
H 0.42367 2.42579 -2.54224 0.66 0.18 -0.47 0.302
H 0.78798 1.40079 -3.61800 0.52 0.64 0.08 0.262
O 1.16843 1.13249 4.30398 -0.31 1.39 -0.59 -0.636
H 1.61021 0.35090 4.00354 0.98 -0.88 -0.18 0.327
H 0.78998 0.98142 5.15383 -0.31 -0.37 1.01 0.265
O 2.52839 1.17678 -0.05414 0.67 0.47 -0.09 -0.329
H 2.51703 2.14283 0.04999 -0.09 -0.07 0.12 0.122
H 3.43774 1.04352 -0.42558 -0.27 -0.19 0.18 0.071
O 0.55862 -0.16202 -4.99419 -0.25 -0.73 0.18 -0.603
H 1.25485 -0.43797 -5.60290 -0.24 0.00 0.06 0.264
H -0.05670 -0.93843 -4.85195 0.53 0.88 0.04 0.345
O -0.17718 -3.31821 4.89980 0.17 0.35 0.11 -0.679
H -0.05035 -4.26705 4.88460 -0.22 -0.15 0.13 0.249
H -1.09324 -3.11024 5.15918 0.05 0.02 -0.42 0.334
O -0.98093 4.01196 2.91586 -1.32 -0.87 -1.14 -0.663
H -1.84617 3.55016 2.74120 0.77 0.35 -0.21 0.343
H -1.08450 4.08176 3.85114 0.36 0.42 1.24 0.265
O -2.68852 -3.75930 2.62062 -0.29 -0.85 1.14 -0.553
H -3.08934 -4.63244 2.53300 0.00 0.17 0.05 0.281
H -2.57338 -3.45267 1.72181 0.19 0.61 -0.82 0.336
O -1.27900 3.14935 -1.57140 0.28 0.96 1.45 -1.081
H -1.32110 4.00079 -0.96141 0.51 -1.45 -1.12 0.615
H -1.01601 2.46820 -0.91405 -0.24 0.36 -0.21 0.425
O 1.85138 5.26945 0.20052 1.28 0.04 -1.24 -0.696
H 2.20877 4.85822 0.98881 -0.15 -0.31 0.55 0.322
H 2.62619 5.23623 -0.43696 -1.08 0.33 0.54 0.377
O -1.81167 -2.66009 0.41128 0.91 -0.69 0.03 -0.346
H -1.96696 -1.95224 -0.20422 -0.31 0.95 -0.56 0.056
H -0.89011 -2.91107 0.18539 -0.50 0.10 -0.01 0.255
O 4.08320 5.45969 -1.62931 -1.44 -3.34 -0.52 -0.652
H 4.57661 6.22669 -1.64775 1.67 2.31 -0.32 0.242
H 4.31839 4.81083 -2.37115 -0.39 1.17 1.13 0.409
O 2.04698 -0.67599 -2.37324 1.18 0.37 1.58 -0.482
H 2.08731 0.16164 -1.83859 -0.36 -0.85 -0.78 0.273
H 1.49538 -0.52376 -3.12510 -0.69 0.49 -1.04 0.180
O -3.41338 -2.61641 -3.30884 -0.70 -0.36 0.15 -0.582
H -4.29072 -2.36400 -3.64478 -0.15 0.23 -0.33 0.317
H -3.53999 -3.29761 -2.65004 -0.01 -0.20 0.22 0.249
O 2.79894 -0.24971 2.55389 -1.42 1.55 -0.51 -0.714
H 3.64345 -0.65075 2.46635 1.22 -0.36 -0.45 0.214
H 2.69596 0.43068 1.81455 0.32 -1.23 0.79 0.372
O -5.74112 -1.40878 -4.30405 -0.25 0.79 -1.57 -0.723
H -5.52210 -0.72885 -3.65348 0.32 0.21 0.80 0.425
H -5.72924 -0.81613 -5.10051 -0.05 -1.25 0.68 0.319
O -0.90935 5.16401 0.03747 -0.67 0.22 0.87 -0.685
H 0.04617 5.32748 0.00766 0.45 -0.07 -0.03 0.400
H -1.10833 5.03936 0.98858 0.19 0.07 -0.56 0.298
O -3.58218 2.66297 -2.61134 -0.75 -2.09 0.53 -0.605
H -2.76864 2.80072 -2.11207 1.03 0.09 0.35 0.577
H -3.77408 3.47869 -2.98870 -0.62 2.14 -1.09 0.228
O -1.09217 -1.80873 -3.63549 0.07 0.13 -0.14 -0.793
H -2.05241 -2.03446 -3.51439 0.09 0.37 -0.42 0.342
H -0.71174 -2.65224 -3.39512 0.77 -0.32 0.35 0.214
O -0.92019 0.18566 2.83918 -0.22 -0.73 -0.82 -0.539
H -0.17565 0.57021 3.32426 0.03 0.30 0.31 0.179
H -0.64986 -0.74202 2.66203 -0.04 0.40 0.05 0.360
O -3.74117 2.80554 3.16311 0.26 -0.33 -0.33 -0.674
H -3.69004 1.86911 2.86889 -0.40 0.61 0.24 0.367
H -4.49851 3.22294 2.72581 0.29 -0.43 0.07 0.307
O -5.09376 -0.85655 0.23121 -0.71 0.41 -1.78 -0.644
H -5.45107 -0.13750 -0.34038 0.36 -0.18 0.87 0.304
H -4.94950 -1.47235 -0.51248 0.37 -0.12 0.75 0.240
O 1.79484 -4.17523 0.85589 0.94 0.82 0.05 -0.884
H 1.21780 -4.84852 1.22797 -0.38 -0.34 0.14 0.399
H 1.67960 -3.43602 1.50276 -0.25 -0.35 -0.50 0.532
O -2.76866 -1.78217 5.10524 -0.49 -0.09 -0.63 -0.603
H -3.24217 -2.21319 5.82644 -0.23 0.18 -0.31 0.265
H -3.38949 -1.71134 4.32244 0.88 -0.18 0.97 0.303